No. 1
# C38H80BCl30NO4P

A cluster of 16 separate species, C38H80BCl30NO4P in total (ωB97M-V/def2-TZVPD, the OMol25 dataset).

XYZ file:
```
155
Properties=species:S:1:pos:R:3:forces:R:3:mulliken_charge:R:1
C 4.281395 1.063511 -0.246763 0.265 0.114 -0.012 -0.44
P 3.722291 -0.287969 -1.379042 -0.078 -0.206 -0.168 -0.24
O 4.177427 -1.652096 -0.452868 0.235 -0.008 -0.170 0.46
B 1.740380 -0.211864 -1.282457 0.087 0.159 0.166 -0.09
C 1.233638 -1.759012 -1.253343 -0.024 0.200 0.344 0.02
C -0.242844 -1.959830 -1.636624 0.046 -0.048 0.051 -0.03
C -1.000657 -2.891361 -0.649365 0.035 -0.180 -0.078 -0.43
C -1.972951 -2.121116 0.188215 -0.029 0.297 0.089 0.68
O -3.177644 -2.222403 0.182772 0.193 -0.410 -0.054 -0.66
O -1.421184 -1.210347 1.026534 0.185 -0.112 -0.045 -0.63
C 1.273195 0.708121 -2.579205 0.090 0.019 0.295 -1.06
C 0.560796 2.017766 -2.270760 -0.112 -0.138 -0.223 0.40
O 1.334913 2.814093 -1.357334 -0.437 0.169 0.198 -0.87
C -0.894345 1.898760 -1.813805 -0.153 0.226 0.032 -0.55
N -1.089456 1.371285 -0.463220 0.106 0.068 -0.183 0.66
H 4.171242 0.782133 0.807151 -0.185 0.008 -0.032 -0.37
H 5.330268 1.327612 -0.420468 -0.037 0.003 0.066 0.34
H 3.662769 1.945120 -0.435582 0.019 -0.023 -0.001 0.10
H 4.512018 -1.418779 0.417553 -0.228 0.092 0.079 -0.06
H 1.405702 0.323174 -0.212153 0.136 0.028 -0.007 -0.12
H 1.892419 -2.424911 -1.813371 -0.169 0.044 -0.206 -0.24
H 1.363238 -2.096558 -0.214437 0.067 -0.050 -0.074 0.15
H -0.334947 -2.359166 -2.650026 -0.025 -0.004 0.047 0.52
H -0.738570 -0.982428 -1.649438 -0.035 -0.066 -0.056 -0.36
H -1.554483 -3.697327 -1.130618 0.025 0.071 -0.072 0.31
H -0.253623 -3.333220 0.021637 -0.226 -0.083 -0.102 0.08
H -0.533498 -0.938605 0.732817 0.013 0.062 -0.069 0.23
H 2.186488 0.998819 -3.109664 -0.130 -0.083 -0.150 -0.29
H 0.648156 0.184238 -3.317752 0.102 -0.175 0.072 0.36
H 0.477782 2.618115 -3.187097 0.273 0.062 0.078 0.48
H 1.302311 2.330401 -0.518286 0.270 -0.183 -0.087 0.46
H -1.343557 2.897179 -1.928015 -0.031 -0.014 -0.046 -0.09
H -1.409243 1.251437 -2.533478 0.087 -0.059 0.060 0.60
H -2.069758 1.180903 -0.291413 -0.012 0.075 0.006 -0.39
H -0.814192 2.072488 0.218137 -0.011 -0.174 0.038 -0.13
Cl -3.576931 4.272286 -3.320646 -0.134 0.045 0.013 -0.06
C -4.930474 3.129035 -3.108232 0.000 -0.057 -0.004 -0.62
C -4.465125 1.696318 -3.172135 0.045 -0.013 0.060 0.34
Cl -3.890866 1.256284 -4.804687 -0.006 -0.008 -0.001 -0.21
H -5.662420 3.341964 -3.883458 0.004 0.002 -0.006 0.38
H -5.371261 3.322602 -2.131276 0.046 0.007 0.016 0.26
H -5.285152 1.023720 -2.928086 -0.016 0.016 -0.003 0.39
H -3.647426 1.521115 -2.477433 0.005 -0.012 -0.034 -0.50
Cl -1.394676 6.730543 -3.617132 0.105 0.035 0.038 0.00
C -2.224677 7.820134 -4.748114 -0.061 -0.033 -0.036 -0.59
C -2.413227 9.200948 -4.173365 0.019 0.020 -0.016 -0.42
Cl -3.567080 9.214767 -2.813392 0.003 -0.004 0.012 -0.19
H -3.177413 7.360986 -5.002115 -0.009 0.004 0.021 0.28
H -1.607927 7.884060 -5.643384 0.012 -0.004 0.010 0.28
H -2.813202 9.862719 -4.939744 -0.011 0.000 0.005 0.35
H -1.472184 9.602079 -3.805723 -0.004 -0.004 0.009 0.29
Cl 2.314764 -4.968057 -2.138422 -0.295 -0.361 -0.242 -0.19
C 3.420492 -5.608043 -0.908613 0.220 0.242 -0.060 -0.15
C 2.726655 -6.234854 0.265946 -0.048 -0.003 0.063 -0.61
Cl 1.858452 -5.013864 1.244527 0.001 0.002 0.000 -0.25
H 4.008358 -4.748088 -0.602324 0.131 -0.094 0.043 -0.26
H 4.056537 -6.356759 -1.380279 0.031 0.042 -0.017 0.49
H 3.477019 -6.689920 0.911746 -0.020 0.010 0.019 0.38
H 2.004770 -6.990346 -0.035953 -0.017 0.024 -0.005 0.50
Cl 2.557836 -9.265929 2.533015 0.000 0.009 -0.011 -0.20
C 1.791584 -7.943369 3.460491 0.002 0.023 0.040 0.02
C 0.504801 -8.382245 4.109803 0.025 0.008 0.031 -0.45
Cl -0.777233 -8.710687 2.914355 -0.004 -0.010 -0.004 -0.20
H 1.629946 -7.107655 2.785159 -0.005 -0.038 -0.012 -0.11
H 2.502435 -7.643889 4.228719 0.002 -0.015 0.005 0.32
H 0.143373 -7.585001 4.756963 -0.015 0.006 -0.018 0.31
H 0.644076 -9.287734 4.694805 -0.004 -0.005 -0.005 0.33
Cl 1.731161 5.457139 -3.253090 0.076 0.049 -0.160 -0.14
C 3.347479 4.709755 -3.103894 0.054 -0.023 0.172 0.08
C 3.865188 4.145880 -4.402645 -0.069 -0.082 0.032 -0.27
Cl 2.962033 2.697886 -4.909986 0.028 0.131 -0.210 -0.15
H 3.262958 3.935619 -2.343053 -0.079 -0.006 -0.015 -0.38
H 4.021885 5.494796 -2.763159 0.004 -0.004 0.004 0.43
H 4.897480 3.832215 -4.247009 0.012 0.024 -0.020 0.20
H 3.827102 4.871455 -5.211017 -0.067 -0.057 0.062 0.28
Cl 8.547080 4.907893 -4.741714 0.000 -0.004 0.002 -0.18
C 7.678636 5.021590 -6.294865 -0.002 -0.002 -0.026 -0.43
C 7.113330 6.401330 -6.524378 0.001 -0.054 -0.020 -0.47
Cl 5.788586 6.769692 -5.390719 0.073 0.177 -0.006 -0.15
H 6.894029 4.269172 -6.288637 -0.003 -0.001 0.016 0.29
H 8.394612 4.786790 -7.080476 0.006 0.001 0.007 0.33
H 6.699250 6.460833 -7.529404 -0.010 -0.009 0.004 0.28
H 7.875926 7.166075 -6.402935 -0.004 0.001 0.022 0.36
Cl -2.503772 2.178658 2.514239 -0.083 0.099 0.159 -0.11
C -3.897842 1.131646 2.881102 -0.074 -0.023 -0.148 -0.58
C -4.129214 0.128242 1.779924 0.095 0.007 0.179 0.64
Cl -4.702953 0.932182 0.282090 -0.086 0.039 -0.055 -0.23
H -4.767542 1.768439 3.029094 0.030 0.047 0.020 0.34
H -3.677627 0.614994 3.813594 0.041 -0.055 -0.040 0.28
H -4.903170 -0.572869 2.073849 0.014 0.016 -0.105 0.17
H -3.226761 -0.421693 1.526070 -0.241 0.241 0.061 -0.48
Cl 5.502887 -3.975829 1.367052 0.042 -0.229 0.155 -0.10
C 7.225088 -3.571677 1.194215 0.022 0.023 -0.081 0.06
C 7.820647 -4.197328 -0.042067 -0.032 0.092 -0.040 -0.55
Cl 7.918813 -5.978254 0.087004 0.005 -0.026 0.000 -0.22
H 7.739026 -3.896633 2.095444 -0.006 -0.012 0.001 0.43
H 7.289912 -2.487400 1.111347 -0.037 0.006 -0.006 -0.24
H 8.835606 -3.832603 -0.187825 0.007 -0.016 0.013 0.40
H 7.225520 -3.965858 -0.921911 -0.015 0.000 0.002 0.29
Cl 4.140662 -2.634852 -4.535982 0.049 0.124 0.041 -0.05
C 4.178745 -4.063798 -5.584073 -0.062 -0.058 0.039 -0.59
C 4.995762 -5.182131 -4.986809 -0.029 -0.040 0.021 0.08
Cl 6.745749 -4.809802 -4.943955 -0.002 0.007 0.001 -0.22
H 4.558915 -3.770006 -6.560033 0.024 0.002 0.011 0.38
H 3.152522 -4.415349 -5.691184 -0.002 0.011 -0.009 0.23
H 4.885151 -6.085544 -5.584157 0.003 0.002 -0.003 0.34
H 4.678848 -5.379297 -3.965772 0.018 0.017 -0.004 -0.20
Cl -8.960778 0.488870 4.990049 0.074 0.048 -0.018 -0.22
C -8.545309 -0.477272 3.539893 -0.045 -0.053 -0.021 -0.14
C -7.638155 -1.628633 3.889298 -0.031 0.005 -0.082 -0.29
Cl -6.005254 -1.095745 4.363554 -0.137 -0.054 0.238 -0.19
H -8.099060 0.195274 2.812115 0.040 0.015 0.036 0.37
H -9.481165 -0.870728 3.143949 -0.002 0.019 0.007 0.03
H -7.520892 -2.272147 3.018305 0.005 0.011 -0.011 0.35
H -8.064075 -2.195415 4.711883 0.133 -0.017 -0.012 0.09
Cl -0.137989 4.264795 1.650434 0.092 0.145 -0.061 -0.23
C -0.799142 4.967992 0.140320 0.008 -0.137 -0.044 0.37
C -1.196847 6.408017 0.303629 0.035 0.042 -0.017 -0.18
Cl -2.606655 6.619325 1.388272 0.023 -0.014 -0.014 -0.24
H -1.646020 4.350323 -0.152054 -0.029 0.012 0.027 0.15
H -0.017242 4.871646 -0.614033 0.011 -0.024 0.014 -0.16
H -1.482051 6.810344 -0.666667 -0.029 0.009 -0.003 0.03
H -0.383670 6.999209 0.716857 -0.008 -0.001 0.010 0.38
Cl -10.249183 -3.001064 5.908845 -0.024 0.049 0.134 -0.14
C -10.202117 -4.715006 5.414385 -0.056 -0.026 -0.060 -0.50
C -11.151923 -4.978845 4.272811 0.034 -0.030 -0.009 -0.41
Cl -12.853626 -4.817395 4.780379 -0.008 -0.025 -0.003 -0.17
H -10.451044 -5.315059 6.285374 -0.011 0.022 0.012 0.37
H -9.180333 -4.933508 5.108324 -0.003 0.023 -0.028 0.31
H -11.016620 -5.997605 3.914239 -0.017 -0.004 0.008 0.35
H -10.988576 -4.281522 3.454555 -0.026 0.018 0.013 0.24
Cl 2.213339 0.084085 4.548728 -0.001 -0.006 -0.007 -0.16
C 3.932930 0.182868 5.003665 0.019 0.019 0.025 -0.49
C 4.844326 0.247781 3.805972 -0.043 0.022 -0.136 -0.42
Cl 4.854064 -1.278916 2.886618 0.022 0.009 0.217 -0.03
H 4.159969 -0.681952 5.622441 -0.009 -0.008 -0.005 0.31
H 4.057258 1.089738 5.594125 -0.011 0.000 0.003 0.33
H 5.866047 0.430175 4.126876 -0.040 -0.059 0.018 0.06
H 4.546381 1.037893 3.119273 -0.021 -0.004 0.002 0.36
Cl 7.400988 2.541359 4.139009 0.115 0.153 0.072 -0.17
C 9.021921 2.211198 3.469379 -0.018 -0.058 -0.020 -0.45
C 8.962150 1.935523 1.987748 0.060 0.045 -0.049 -0.61
Cl 8.135938 0.401417 1.621583 -0.037 0.004 0.055 -0.05
H 9.433499 1.362880 4.010250 -0.019 -0.003 0.008 0.31
H 9.632300 3.091499 3.661398 -0.012 0.016 -0.031 0.34
H 9.974672 1.860954 1.594018 -0.004 -0.011 0.000 0.31
H 8.431543 2.725942 1.462856 -0.020 -0.016 -0.004 0.32
Cl -15.067604 -1.050414 4.758968 0.002 -0.003 -0.003 -0.21
C -13.373044 -0.980722 5.319154 0.039 -0.013 0.046 -0.27
C -12.444123 -0.427120 4.270934 -0.004 -0.002 0.075 0.03
Cl -12.278424 -1.544591 2.886662 0.047 -0.002 -0.109 -0.19
H -13.080259 -1.988249 5.604584 -0.021 0.015 -0.015 0.06
H -13.352323 -0.334203 6.194751 -0.010 0.005 -0.004 0.35
H -11.452035 -0.292731 4.698853 -0.042 -0.044 -0.011 -0.21
H -12.792664 0.524629 3.878612 -0.040 -0.021 -0.015 0.41
```
Forces are in eV/Å.

Output
Net charge: -1
M, g/mol: 1720.437
E_tot, Ha: -16023.7536
E_HOMO, eV: -3.399
Relative energy (zero: lowest compared OMol25 entry of this formula, charge and spin), kcal per mole: 0.0
Orbital gap, Eh: 0.184

---

No. 2
# C3H4BaO

A structure of composition C3H4BaO (ωB97M-V/def2-TZVPD, the OMol25 dataset).

XYZ file:
```
9
Properties=species:S:1:pos:R:3:forces:R:3:lowdin_spin:R:1
C 1.523296 0.308966 3.066493 0.816 0.275 -0.345 0.00
C 2.154702 -0.073652 1.938875 -1.787 1.873 2.156 0.00
C 1.302496 -0.646942 0.923003 2.196 -0.638 -2.772 0.01
O 0.514868 -0.010443 0.222400 -0.492 -0.895 0.726 0.08
Ba -1.392974 -0.331299 -1.861398 0.353 0.108 0.388 0.90
H 1.974557 1.026505 3.752648 0.076 -0.609 0.121 0.00
H 0.520544 -0.046579 3.315014 0.229 0.269 -0.237 0.00
H 3.158105 0.261294 1.672217 -0.186 -0.323 -0.036 0.00
H 1.733956 -1.622173 0.572896 -1.206 -0.060 -0.001 0.00
```
Forces are in eV/Å.

Output
Net charge: +1
M, g/mol: 193.392
E_tot, Ha: -217.1130
<S²>: 0.750
E_HOMO (spin up / spin down), eV: -8.802 / -13.807
Relative energy (zero: lowest compared OMol25 entry of this formula, charge and spin), kcal per mole: 0.0
2S+1: 2
Orbital gap (spin up / spin down), Eh: 0.187 / 0.371